The following is a quantum chemistry calculation of a molecular structure, C23H28BN8Rh, from the Open Molecules 2025 dataset.

The charge is +3. The max |F| is 0.4 eV/Å. Its frontier orbital gap (spin up / spin down) is 9.8 / 5.5 eV. As for the spin multiplicity: 6. The calculation puts the energy above the lowest of the compared OMol25 structures with the same formula, charge and spin at 0.000 eV. The expectation value of S² is 8.7823. The calculation puts the HOMO energy (spin up / spin down) at -0.6651 / -0.6614 hartree.

Last column: Löwdin spin population.
Geometry (Å):
Rh  0.0553  -0.1534  0.0079  2.601
C  3.0128  -1.7372  -1.7938  0.002
C  3.1692  -0.7286  -0.7169  0.035
C  4.3594  -0.1549  -0.3076  0.023
C  4.0220  0.7238  0.7051  0.066
N  2.7001  0.6788  0.9062  0.014
N  2.1453  -0.2127  0.0293  0.207
B  1.8214  1.5200  1.8548  0.007
N  0.8898  2.4617  1.0576  0.009
C  0.5178  3.7344  1.2615  0.044
C  -0.4071  4.0979  0.3039  0.016
C  -0.5973  2.9631  -0.4783  0.029
C  -1.4917  2.8191  -1.6530  0.001
N  0.1743  1.9610  -0.0011  0.165
N  0.9410  0.6176  2.7398  0.008
C  0.7449  0.5533  4.0606  0.068
C  -0.3625  -0.2369  4.3198  0.025
C  -0.8397  -0.6318  3.0857  0.034
C  -2.0232  -1.4881  2.8288  0.001
N  -0.0406  -0.1095  2.1069  0.204
N  2.8264  2.3798  2.6981  0.196
C  3.4279  3.6189  2.3619  0.139
C  4.3587  3.8941  3.3067  0.010
C  4.3247  2.8049  4.2030  0.246
C  5.0877  2.5121  5.4071  0.065
N  3.3585  1.8819  3.7564  0.265
H  3.9323  -2.3132  -1.8820  0.000
H  2.8487  -1.2466  -2.7551  0.001
H  2.2090  -2.4415  -1.5958  0.000
H  5.3464  -0.3600  -0.6849  0.001
H  4.6643  1.3651  1.2846  0.004
H  0.9041  4.3158  2.0838  0.005
H  -0.8743  5.0601  0.1847  0.001
H  -1.5818  3.7789  -2.1582  0.000
H  -2.4924  2.5147  -1.3438  0.000
H  -1.0950  2.1001  -2.3668  0.000
H  1.3879  1.0691  4.7493  0.004
H  -0.7681  -0.4861  5.2850  0.001
H  -2.6230  -1.5481  3.7344  0.000
H  -1.7239  -2.5047  2.5728  0.001
H  -2.6522  -1.0747  2.0414  0.000
H  3.1501  4.1444  1.4628  0.004
H  4.9966  4.7606  3.3648  -0.002
H  5.7108  3.3472  5.7140  0.000
H  5.7227  1.6339  5.2191  0.028
H  4.4152  2.2107  6.2172  0.020
C  -3.8530  0.2562  -2.4974  0.020
C  -2.6563  -0.4826  -2.0055  0.119
C  -2.7278  -1.2571  -0.8341  0.096
C  -1.6613  -2.0557  -0.4380  0.041
C  -0.4569  -2.0584  -1.1732  0.018
C  -0.3654  -1.2545  -2.3272  0.042
C  -1.4492  -0.4795  -2.7252  0.097
H  -4.5564  -0.4611  -2.9317  0.009
H  -3.6001  0.9796  -3.2695  0.001
H  -4.3779  0.7556  -1.6821  0.004
H  -3.6535  -1.2779  -0.2718  0.002
H  -1.7628  -2.7220  0.4063  0.000
H  0.2989  -2.8002  -0.9465  0.003
H  0.5346  -1.2714  -2.9263  0.001
H  -1.3791  0.0998  -3.6377  0.002